{"formula": "C45H45N8O3PS4Sn", "method": "the ωB97M-V functional and the def2-TZVPD basis", "symbols": ["Sn", "N", "C", "S", "N", "N", "C", "C", "C", "C", "C", "C", "C", "C", "C", "C", "C", "C", "N", "H", "H", "H", "H", "H", "H", "H", "H", "H", "H", "H", "C", "C", "N", "C", "C", "S", "C", "C", "S", "C", "N", "C", "H", "H", "H", "H", "H", "H", "H", "H", "O", "S", "O", "O", "C", "C", "C", "C", "C", "C", "P", "C", "C", "C", "C", "C", "C", "C", "C", "C", "C", "C", "C", "H", "H", "H", "H", "H", "H", "H", "H", "H", "H", "H", "H", "H", "H", "C", "C", "N", "C", "C", "N", "C", "C", "H", "H", "H", "H", "H", "H", "H", "H", "H", "H", "H", "H"], "xyz": [[-0.196561, 1.244257, -0.005802], [1.081729, 2.781317, -4.095485], [0.295328, 2.201822, -3.157827], [-0.025241, 3.177338, -1.745706], [-0.195471, 1.036387, -3.453706], [-0.864820, 0.441945, -2.434899], [-1.589177, -0.569814, -2.756426], [-1.769099, -1.023967, -4.163858], [-0.677299, -1.392744, -4.943762], [-0.864324, -1.811601, -6.250851], [-2.139093, -1.849588, -6.801071], [-3.229999, -1.468357, -6.034918], [-3.043722, -1.061675, -4.721282], [-2.269379, -1.311936, -1.664917], [-2.927809, -2.518003, -1.912156], [-3.495689, -3.207468, -0.855870], [-3.388415, -2.687278, 0.422791], [-2.717093, -1.484616, 0.576166], [-2.181625, -0.806182, -0.430937], [1.627396, 3.577326, -3.819704], [1.435732, 2.183598, -4.823953], [0.315748, -1.347614, -4.519178], [-0.008225, -2.103510, -6.845527], [-2.281581, -2.169622, -7.825314], [-4.226728, -1.488149, -6.456604], [-3.897057, -0.755118, -4.126900], [-2.969280, -2.918054, -2.914116], [-4.001598, -4.148566, -1.029654], [-3.798785, -3.199690, 1.281774], [-2.603140, -1.044814, 1.559943], [-3.667113, 2.486426, -1.194804], [-3.810041, 2.094380, 0.237464], [-2.813360, 1.816377, 1.020228], [-3.240634, 1.458462, 2.281610], [-4.590681, 1.493071, 2.450963], [-5.349761, 1.962830, 0.996160], [-2.278613, 1.018936, 3.304074], [-2.532342, 0.898090, 4.635630], [-1.151288, 0.289998, 5.438306], [-0.300883, 0.240034, 3.931141], [-1.012154, 0.641854, 2.924747], [1.129641, -0.179799, 3.847277], [-3.008722, 1.777191, -1.701053], [-3.198514, 3.467793, -1.275246], [-4.632521, 2.508998, -1.696772], [-5.161775, 1.233390, 3.326259], [-3.434948, 1.134912, 5.173741], [1.324662, -1.055082, 4.466376], [1.778165, 0.630451, 4.185554], [1.390341, -0.385456, 2.810787], [4.010688, 1.924833, -0.576958], [2.978672, 1.006417, -0.175902], [2.128811, 1.479171, 0.938566], [2.119869, 0.508131, -1.255715], [3.780151, -0.409760, 0.554574], [5.049965, -0.186702, 1.073277], [5.715015, -1.197050, 1.746463], [5.099475, -2.428974, 1.903198], [3.834403, -2.647312, 1.381040], [3.143487, -1.649177, 0.693325], [1.472252, -1.998694, -0.042008], [2.014377, -2.802805, -1.601448], [3.184576, -2.425691, -2.257376], [3.533429, -3.006258, -3.468331], [2.718777, -3.968541, -4.047229], [1.540322, -4.335857, -3.414167], [1.189699, -3.751166, -2.206826], [0.963475, -3.437263, 0.989516], [1.256747, -4.780858, 0.767677], [0.767420, -5.762393, 1.619246], [-0.017330, -5.417526, 2.710407], [-0.315619, -4.082359, 2.945926], [0.162413, -3.107067, 2.084364], [5.499712, 0.786507, 0.932063], [6.706846, -1.025004, 2.143615], [5.605779, -3.230270, 2.426413], [3.378302, -3.620209, 1.509500], [3.825283, -1.667621, -1.828362], [4.450395, -2.704669, -3.958678], [2.996980, -4.425208, -4.988569], [0.885063, -5.069985, -3.865920], [0.266144, -4.045654, -1.723185], [1.885013, -5.067417, -0.066394], [1.006797, -6.801763, 1.432301], [-0.396831, -6.185805, 3.371876], [-0.931810, -3.802731, 3.791747], [-0.097695, -2.067044, 2.248705], [0.523887, 5.041022, 0.808637], [0.707450, 6.363322, 1.597567], [0.393411, 6.159176, 3.011258], [-1.006210, 5.752337, 3.123851], [-1.273535, 4.481699, 2.271648], [-0.020311, 3.990903, 1.687212], [0.944492, 3.757050, 2.774340], [1.242973, 5.082869, 3.521977], [1.467511, 4.676074, 0.401841], [-0.162758, 5.179547, -0.026015], [0.047653, 7.145746, 1.216085], [1.732829, 6.729729, 1.521598], [-1.632587, 6.585325, 2.797498], [-1.220451, 5.570228, 4.179534], [-1.968742, 4.684662, 1.453356], [-1.704226, 3.686971, 2.882428], [1.839299, 3.314638, 2.340413], [0.501178, 3.026154, 3.452020], [2.283579, 5.385816, 3.391011], [1.059307, 4.981973, 4.594344]], "atomic_forces_ev_per_a": [[0.07, -0.24, -0.09], [-0.03, 0.03, -0.04], [0.03, 0.30, 0.04], [0.05, 0.10, -0.02], [0.07, -0.12, -0.02], [-0.02, -0.06, 0.05], [-0.09, -0.09, 0.01], [-0.02, 0.02, -0.02], [0.02, -0.13, 0.04], [0.01, -0.02, 0.00], [-0.01, 0.01, 0.00], [0.00, -0.02, 0.00], [0.00, 0.07, 0.01], [0.04, -0.10, -0.02], [0.10, -0.03, -0.03], [0.02, -0.02, 0.04], [0.02, -0.01, -0.03], [-0.02, 0.02, 0.03], [-0.05, -0.01, -0.01], [0.02, -0.02, 0.01], [0.00, 0.00, 0.00], [0.03, -0.01, 0.01], [0.00, 0.00, 0.00], [0.01, 0.00, 0.00], [0.00, 0.01, 0.00], [0.00, -0.02, 0.01], [0.00, 0.01, -0.01], [0.00, 0.00, -0.01], [-0.01, 0.01, 0.01], [0.03, 0.02, 0.02], [0.05, -0.02, 0.02], [-0.01, 0.07, -0.07], [0.03, -0.07, 0.14], [-0.08, 0.00, -0.03], [-0.03, -0.03, 0.00], [0.01, 0.02, 0.00], [-0.03, 0.04, 0.02], [0.01, 0.02, 0.04], [0.04, 0.00, -0.04], [0.01, 0.04, 0.11], [0.02, -0.01, -0.08], [0.01, 0.10, -0.01], [-0.05, 0.03, 0.01], [0.00, -0.01, -0.01], [-0.01, 0.00, -0.02], [0.02, -0.02, 0.01], [-0.01, 0.02, -0.02], [0.01, -0.03, -0.04], [0.00, 0.01, 0.01], [0.01, 0.00, -0.01], [-0.04, -0.06, 0.04], [0.03, 0.00, 0.12], [-0.02, 0.24, 0.01], [-0.06, -0.04, -0.08], [0.03, -0.02, -0.03], [-0.01, -0.04, -0.04], [-0.01, -0.02, 0.01], [0.02, 0.00, 0.01], [-0.04, -0.03, 0.00], [0.04, 0.03, 0.00], [0.18, -0.01, 0.07], [-0.07, 0.03, -0.05], [-0.03, 0.00, 0.02], [0.00, -0.01, -0.01], [0.01, 0.02, -0.02], [-0.05, 0.03, -0.03], [-0.08, 0.06, -0.02], [-0.17, 0.08, -0.01], [0.09, -0.03, 0.05], [0.03, 0.00, -0.01], [-0.01, 0.04, 0.02], [0.00, -0.04, 0.02], [-0.02, -0.01, -0.07], [0.01, -0.01, -0.01], [0.00, 0.01, 0.01], [0.00, 0.00, 0.00], [0.03, 0.03, 0.00], [0.02, -0.01, 0.01], [0.00, 0.01, 0.00], [0.00, 0.01, 0.00], [0.00, -0.02, 0.01], [-0.06, 0.01, -0.01], [-0.03, 0.01, -0.02], [0.00, 0.00, -0.01], [0.00, 0.00, 0.00], [0.00, 0.01, 0.01], [-0.05, 0.00, -0.02], [0.01, -0.01, 0.05], [-0.01, -0.01, 0.00], [0.00, 0.02, 0.02], [0.00, -0.01, -0.02], [0.02, 0.00, 0.00], [0.06, 0.04, -0.03], [-0.03, 0.00, -0.01], [-0.04, -0.01, 0.01], [0.00, 0.00, -0.02], [0.00, 0.01, -0.01], [0.01, 0.01, -0.01], [0.00, 0.00, 0.00], [-0.01, 0.00, 0.01], [-0.01, 0.00, 0.00], [-0.01, 0.00, 0.00], [-0.01, -0.04, 0.00], [0.01, -0.01, 0.02], [-0.02, -0.11, 0.02], [0.00, -0.01, 0.00], [0.02, 0.00, 0.00]], "mulliken_charge": [2.36, -0.47, 0.31, -0.55, -1.51, 1.88, -0.16, -0.63, 0.05, -0.92, -0.46, -0.86, -0.02, 0.12, -0.76, -0.96, -0.99, -0.06, 0.90, 0.23, 0.25, 0.61, 0.43, 0.41, 0.40, 0.49, 0.55, 0.42, 0.51, -0.13, -0.65, -0.16, 1.21, -0.65, -0.51, -0.28, -0.41, -0.53, -0.35, 0.02, 0.61, -0.58, -0.05, 0.19, 0.50, 0.46, 0.50, 0.50, 0.42, -0.35, -0.79, 1.33, -0.16, -0.68, 0.35, -0.77, -0.80, -0.74, -0.95, -0.33, 2.23, 0.30, -0.68, -0.63, -0.70, -0.86, -0.29, -0.71, -0.24, -0.77, -0.73, -0.98, 0.15, 0.56, 0.38, 0.42, 0.37, 0.32, 0.45, 0.40, 0.44, 0.57, 0.51, 0.45, 0.40, 0.48, 0.25, -0.81, -0.95, -0.19, -0.93, -0.28, 0.89, -0.14, -0.86, 0.45, 0.45, 0.31, 0.32, 0.30, 0.37, 0.39, -0.04, 0.25, -0.03, 0.29, 0.35], "energy_ev": -123921.988, "homo_ev": -7.26, "e_above_lowest_ev": 0.016}